1.
{"formula": "C5H20ClN10O5", "method": "ωB97M-V with the def2-TZVPD basis set", "e_homo_ev": -6.98, "homo_lumo_gap_ev": 9.566, "charge": -1, "relative_energy_kj_mol": 59.86, "symbols": ["Cl", "C", "O", "N", "N", "H", "H", "H", "H", "C", "O", "N", "N", "H", "H", "H", "H", "C", "O", "N", "N", "H", "H", "H", "H", "C", "O", "N", "N", "H", "H", "H", "H", "C", "O", "N", "N", "H", "H", "H", "H"], "coordinates": [[-0.45, -21.04, -11.63], [-2.34, -24.70, -12.38], [-2.85, -25.77, -12.67], [-1.02, -24.49, -12.09], [-3.01, -23.51, -12.23], [-0.80, -23.63, -11.61], [-0.38, -25.26, -11.99], [-2.41, -22.70, -12.21], [-4.00, -23.39, -12.20], [2.66, -19.30, -13.79], [3.39, -18.64, -14.53], [1.67, -18.76, -13.04], [2.77, -20.66, -13.67], [1.57, -17.77, -13.01], [0.98, -19.38, -12.62], [1.92, -21.12, -13.38], [3.54, -21.13, -14.09], [2.68, -23.62, -10.50], [3.72, -24.21, -10.31], [1.96, -22.98, -9.52], [2.03, -23.58, -11.72], [2.29, -23.14, -8.59], [1.18, -22.39, -9.76], [2.42, -24.24, -12.37], [1.72, -22.68, -12.05], [-2.20, -17.32, -11.95], [-2.46, -16.13, -11.88], [-1.52, -17.94, -12.97], [-2.64, -18.28, -11.08], [-1.61, -18.93, -13.07], [-1.03, -17.50, -13.73], [-2.33, -19.22, -11.25], [-3.38, -18.14, -10.43], [-4.86, -20.39, -12.88], [-4.87, -20.36, -11.67], [-3.72, -20.73, -13.58], [-6.02, -20.32, -13.65], [-3.74, -21.31, -14.40], [-2.91, -20.80, -12.99], [-6.71, -19.69, -13.30], [-5.88, -20.47, -14.63]], "lowdin_charge": [-0.131, -0.684, 0.004, 0.133, 0.140, -0.003, 0.088, -0.010, 0.095, -0.693, -0.006, 0.140, 0.146, 0.093, -0.041, 0.035, 0.098, -0.679, 0.015, 0.153, 0.128, 0.097, 0.036, 0.096, 0.007, -0.679, 0.004, 0.136, 0.148, 0.015, 0.093, -0.006, 0.098, -0.661, 0.018, 0.145, 0.139, 0.098, 0.014, 0.096, 0.083]}

2.
{"formula": "C5H20ClN10O5", "method": "ωB97M-V with the def2-TZVPD basis set", "e_homo_ev": -5.59, "homo_lumo_gap_ev": 8.359, "charge": -1, "relative_energy_kj_mol": 389.38, "symbols": ["Cl", "C", "O", "N", "N", "H", "H", "H", "H", "C", "O", "N", "N", "H", "H", "H", "H", "C", "O", "N", "N", "H", "H", "H", "H", "C", "O", "N", "N", "H", "H", "H", "H", "C", "O", "N", "N", "H", "H", "H", "H"], "coordinates": [[0.25, 0.77, -0.15], [-4.25, 0.19, -0.32], [-4.19, 1.37, -0.04], [-3.22, -0.46, -0.67], [-5.26, -0.63, -0.02], [-2.39, 0.10, -0.56], [-3.10, -1.35, -1.13], [-4.94, -1.58, -0.05], [-6.22, -0.35, 0.15], [3.56, 2.32, -1.71], [2.86, 3.15, -1.15], [4.78, 2.58, -2.14], [3.17, 1.08, -1.78], [4.89, 3.50, -2.52], [5.45, 1.83, -2.18], [2.24, 0.92, -1.44], [3.73, 0.32, -2.13], [-0.75, 0.12, 4.24], [-0.22, -0.98, 4.47], [-1.17, 0.48, 3.07], [-1.03, 1.03, 5.16], [-0.83, -0.02, 2.26], [-1.77, 1.29, 3.02], [-0.65, 0.96, 6.09], [-1.47, 1.88, 4.85], [-0.91, -0.76, -4.23], [-0.72, -1.97, -4.32], [-1.50, -0.03, -5.15], [-0.65, -0.02, -3.22], [-1.77, 0.94, -5.01], [-1.79, -0.49, -6.00], [-1.21, 0.83, -3.21], [-0.19, -0.41, -2.42], [2.42, -2.26, 2.79], [2.56, -2.42, 4.01], [2.62, -3.04, 1.77], [2.09, -1.05, 2.37], [2.95, -2.70, 0.87], [2.58, -4.02, 2.01], [1.74, -0.81, 1.45], [2.30, -0.28, 2.99]], "lowdin_charge": [-0.270, -0.814, 0.024, 0.167, 0.146, 0.039, 0.123, 0.097, 0.105, -0.800, -0.001, 0.138, 0.157, 0.108, 0.098, -0.031, 0.104, -0.765, -0.002, 0.167, 0.141, 0.044, 0.107, 0.109, 0.096, -0.795, -0.003, 0.134, 0.156, 0.104, 0.107, 0.107, 0.028, -0.762, -0.013, 0.152, 0.148, 0.113, 0.109, 0.014, 0.114]}

3.
{"formula": "C5H20FN10O5Tl", "method": "ωB97M-V with the def2-TZVPD basis set", "e_homo_ev": -15.94, "homo_lumo_gap_ev": 2.539, "charge": 2, "relative_energy_kj_mol": 505.64, "symbols": ["Tl", "F", "C", "O", "N", "N", "H", "H", "H", "H", "C", "O", "N", "N", "H", "H", "H", "H", "C", "O", "N", "N", "H", "H", "H", "H", "C", "O", "N", "N", "H", "H", "H", "H", "C", "O", "N", "N", "H", "H", "H", "H"], "coordinates": [[1.08, 2.17, -3.06], [-0.33, 0.69, -0.99], [-2.47, -1.68, 1.41], [-2.88, -2.72, 1.91], [-2.68, -0.51, 1.94], [-1.70, -1.56, 0.34], [-2.20, 0.25, 1.49], [-3.19, -0.40, 2.81], [-1.32, -0.70, -0.03], [-1.40, -2.38, -0.17], [1.51, -1.66, -2.68], [1.63, -0.60, -3.28], [1.83, -2.81, -3.18], [1.00, -1.79, -1.55], [1.62, -3.64, -2.65], [2.39, -2.80, -4.02], [0.92, -2.63, -0.98], [0.51, -0.97, -1.22], [3.14, 0.74, 0.29], [2.48, 1.35, -0.52], [3.11, -0.47, 0.59], [4.05, 1.25, 1.12], [3.66, -0.95, 1.28], [2.28, -0.90, 0.20], [4.02, 2.24, 1.32], [4.58, 0.71, 1.79], [0.43, 1.39, 2.65], [0.67, 1.34, 3.88], [0.62, 2.39, 1.85], [0.17, 0.40, 1.91], [1.05, 3.21, 2.27], [0.45, 2.33, 0.86], [0.30, 0.53, 0.91], [-0.10, -0.48, 2.33], [-3.65, 1.14, -1.10], [-4.82, 1.10, -0.92], [-3.09, 0.24, -1.84], [-2.82, 1.95, -0.47], [-3.62, -0.56, -2.17], [-2.09, 0.30, -1.83], [-1.83, 1.93, -0.68], [-3.26, 2.56, 0.21]], "lowdin_charge": [1.058, -0.576, -0.660, 0.161, 0.313, 0.223, 0.090, 0.174, 0.042, 0.134, -0.801, -0.092, 0.210, 0.168, 0.131, 0.145, 0.134, 0.054, -0.765, -0.056, 0.232, 0.218, 0.155, 0.101, 0.132, 0.131, -0.685, 0.148, 0.250, 0.261, 0.157, 0.108, 0.069, 0.146, -0.724, 0.200, 0.296, 0.236, 0.169, 0.085, 0.077, 0.150]}

4.
{"formula": "C5H20FN2O13V2", "method": "ωB97M-V with the def2-TZVPD basis set", "s2": 2.064, "multiplicity": 3, "e_homo_ev": [-11.82, -11.82], "homo_lumo_gap_ev": [4.344, 4.745], "charge": 1, "symbols": ["O", "V", "O", "V", "N", "O", "O", "O", "N", "O", "O", "O", "F", "C", "O", "H", "H", "H", "H", "C", "O", "H", "H", "H", "H", "C", "O", "H", "H", "H", "H", "C", "O", "H", "H", "H", "H", "C", "O", "H", "H", "H", "H"], "coordinates": [[-2.61, 3.45, -2.98], [-1.76, 2.50, -2.10], [1.60, 4.22, -0.20], [1.91, 3.34, -1.48], [0.33, 0.75, -0.34], [1.29, 1.53, -0.56], [0.48, -0.27, 0.25], [-0.84, 1.12, -0.74], [2.14, 1.42, -4.00], [2.56, 2.11, -2.93], [1.10, 0.79, -3.85], [2.80, 1.47, -4.99], [0.06, 3.37, -2.39], [-0.43, 1.02, 3.36], [-0.15, 0.54, 4.65], [-0.96, 1.98, 3.32], [0.49, 1.13, 2.77], [-1.06, 0.31, 2.83], [0.52, 1.08, 5.07], [-4.55, 0.88, -2.40], [-3.38, 1.29, -1.63], [-4.64, 1.49, -3.29], [-4.42, -0.15, -2.76], [-5.46, 0.93, -1.81], [-3.48, 0.95, -0.73], [-1.92, -2.51, 0.52], [-0.67, -3.08, 0.20], [-2.67, -3.28, 0.43], [-1.89, -2.10, 1.53], [-2.16, -1.68, -0.17], [0.01, -2.43, 0.42], [1.59, -2.30, 3.18], [0.91, -3.40, 3.75], [2.47, -2.69, 2.68], [0.94, -1.71, 2.51], [1.83, -1.58, 3.97], [0.27, -3.07, 4.38], [3.56, -1.14, -1.28], [2.90, -1.96, -0.34], [4.44, -1.65, -1.68], [2.90, -0.94, -2.13], [3.92, -0.18, -0.89], [2.05, -1.53, -0.17]], "lowdin_charge": [-0.152, 1.319, -0.241, 1.287, -0.429, -0.059, 0.142, -0.120, -0.513, -0.208, 0.039, 0.144, -0.434, -0.190, -0.098, 0.078, 0.072, 0.067, 0.088, -0.015, -0.203, 0.097, 0.108, 0.109, 0.130, -0.161, -0.102, 0.085, 0.076, 0.053, 0.023, -0.152, -0.108, 0.084, 0.047, 0.077, 0.074, -0.163, -0.101, 0.086, 0.072, 0.073, 0.020]}

5.
{"formula": "C5H20N2O4", "method": "ωB97M-V with the def2-TZVPD basis set", "e_homo_ev": -17.21, "homo_lumo_gap_ev": 9.463, "charge": 2, "relative_energy_kj_mol": 181.06, "symbols": ["C", "C", "C", "C", "C", "N", "N", "H", "H", "H", "H", "H", "H", "H", "H", "H", "H", "H", "H", "H", "H", "O", "H", "H", "O", "H", "H", "O", "H", "H", "O"], "coordinates": [[0.56, -0.08, 2.03], [-0.66, 0.39, 1.28], [-1.23, -0.70, 0.43], [-1.89, -1.70, 1.01], [-1.25, -1.58, -1.72], [-0.85, -0.62, -0.97], [0.73, 0.60, 3.41], [1.50, 0.15, 1.48], [0.66, -1.17, 2.14], [-1.38, 0.81, 2.03], [-0.44, 1.35, 0.80], [-2.22, -1.59, 2.05], [-2.12, -2.68, 0.61], [-1.90, -2.32, -1.30], [-1.13, -1.55, -2.83], [-0.29, 0.16, -1.32], [-0.25, 0.57, 3.79], [1.01, 1.57, 3.41], [1.30, -0.04, 3.96], [-1.65, 2.03, -3.17], [-2.39, 1.84, -1.92], [-1.68, 1.41, -2.42], [2.51, -1.48, -0.78], [2.40, -2.76, -0.07], [1.93, -1.91, -0.10], [2.73, 0.85, -2.33], [3.00, -0.07, -3.33], [2.27, 0.07, -2.67], [0.66, 3.55, -1.10], [-0.22, 2.21, -1.52], [0.29, 2.70, -0.86]], "lowdin_charge": [-0.132, -0.138, -0.266, 0.138, 0.214, 0.117, 0.219, 0.133, 0.130, 0.144, 0.101, 0.110, 0.089, 0.108, 0.158, 0.130, 0.180, 0.172, 0.175, 0.098, 0.091, -0.043, 0.049, 0.063, -0.074, 0.050, 0.082, -0.080, 0.061, -0.018, -0.059]}

6.
{"formula": "C5H20N2O5", "method": "ωB97M-V with the def2-TZVPD basis set", "smiles": "NCCNCCC=O.O.O.O.O", "e_homo_ev": -9.04, "homo_lumo_gap_ev": 9.403, "relative_energy_kj_mol": 316.93, "symbols": ["N", "C", "C", "N", "C", "C", "C", "O", "H", "H", "H", "H", "H", "H", "H", "H", "H", "H", "H", "H", "O", "H", "H", "O", "H", "H", "O", "H", "H", "O", "H", "H"], "coordinates": [[2.29, 1.71, 0.58], [2.25, 0.47, 1.39], [1.61, -0.64, 0.62], [0.26, -1.05, 1.06], [-0.40, -1.91, 0.07], [-1.03, -1.07, -1.14], [-1.06, -1.46, -2.65], [-0.05, -1.46, -3.34], [2.88, 2.48, 0.89], [2.64, 1.47, -0.34], [3.29, 0.29, 1.72], [1.62, 0.76, 2.25], [1.67, -0.58, -0.49], [2.28, -1.52, 0.72], [-0.25, -0.17, 1.18], [-1.18, -2.33, 0.71], [0.26, -2.72, -0.24], [-2.10, -1.08, -0.81], [-0.71, -0.02, -1.14], [-2.08, -1.36, -2.98], [-2.71, 1.54, 1.97], [-2.23, 2.35, 2.15], [-2.14, 0.80, 2.20], [-2.95, 1.55, -0.63], [-2.47, 2.36, -0.41], [-3.42, 1.48, 0.24], [-0.58, 2.72, 1.29], [-0.31, 3.64, 1.37], [0.17, 2.18, 0.99], [1.83, -2.93, -2.23], [1.68, -2.19, -2.83], [0.96, -3.30, -2.15]], "lowdin_charge": [-0.031, -0.250, -0.254, -0.074, -0.198, -0.107, -0.197, 0.021, 0.076, 0.065, 0.112, 0.110, 0.116, 0.121, 0.078, 0.103, 0.096, 0.097, 0.112, 0.112, -0.075, 0.022, 0.046, -0.102, 0.013, 0.024, -0.065, 0.060, 0.012, -0.067, 0.015, 0.007]}

7.
{"formula": "C5H20N2O5", "method": "ωB97M-V with the def2-TZVPD basis set", "smiles": "CN[C@H](CN)CC=O.O.O.O.O", "e_homo_ev": -8.93, "homo_lumo_gap_ev": 9.316, "relative_energy_kj_mol": 299.45, "symbols": ["C", "N", "C", "C", "N", "C", "C", "O", "H", "H", "H", "H", "H", "H", "H", "H", "H", "H", "H", "H", "O", "H", "H", "O", "H", "H", "O", "H", "H", "O", "H", "H"], "coordinates": [[1.52, 0.78, 1.78], [0.66, 0.00, 0.88], [-0.80, 0.42, 0.87], [-0.93, 1.76, 0.12], [-1.27, 1.56, -1.32], [-1.55, 0.20, 2.15], [-1.42, -1.34, 2.52], [-0.37, -1.74, 2.95], [0.89, 1.51, 2.34], [2.12, 0.19, 2.48], [2.27, 1.28, 1.16], [0.66, -0.97, 1.13], [-1.24, -0.32, 0.16], [-1.58, 2.51, 0.57], [0.07, 2.17, 0.10], [-2.00, 2.16, -1.66], [-0.46, 1.47, -1.90], [-1.43, 0.62, 3.16], [-2.61, 0.19, 1.88], [-2.29, -1.99, 2.31], [0.40, -0.78, -2.59], [-0.11, -0.59, -1.79], [-0.13, -1.44, -3.06], [-0.50, -2.87, 0.23], [-1.07, -3.28, 0.89], [0.26, -3.45, 0.13], [0.93, 1.24, -4.26], [0.33, 1.18, -3.53], [1.72, 0.84, -3.90], [2.86, -0.28, -1.01], [3.12, -0.50, -1.90], [1.94, -0.58, -0.90]], "lowdin_charge": [-0.108, -0.088, -0.349, -0.190, 0.020, -0.104, -0.256, 0.046, 0.087, 0.084, 0.065, 0.058, 0.125, 0.116, 0.103, 0.066, 0.028, 0.123, 0.104, 0.123, -0.063, 0.018, 0.071, -0.037, 0.029, 0.057, -0.055, -0.029, 0.023, -0.076, 0.022, -0.015]}